This record from the Open Molecules 2025 dataset describes a gas-phase ion, C7H10NO2 (charge +1) in a non-equilibrium geometry. The level of theory is ωB97M-V with the def2-TZVPD basis set.

Its expectation value of S² is 2.019. The HOMO energy (alpha / beta) is -0.4154 / -0.5260 Eh. Its spin multiplicity is 3. Its calculated total energy is -477.5019 a.u. Its LUMO energy (alpha / beta) is -0.123 / -0.248 hartree. The calculation puts the energy relative to the best compared isomer or geometry (same formula, charge and spin) at 0.00 kJ/mol. As for the net charge: +1.

Geometry (Å):
C (-1.09332, 2.05538, 0.10980)
C (-1.26410, 3.31334, 0.18519)
C (-0.80314, 0.79138, 0.18030)
C (0.07689, 0.02003, 1.47304)
C (0.69317, -1.68373, -0.40702)
C (-0.07522, -0.85732, -1.44708)
C (1.10656, -0.67776, 0.70584)
N (-1.27632, -0.28826, -0.70037)
O (-1.34954, 4.46958, 0.27247)
O (2.01624, 0.20382, 0.06387)
H (0.46394, 0.64435, 2.27744)
H (-0.72622, -0.72348, 1.74288)
H (-0.05511, -2.26262, -0.00876)
H (1.58175, -2.20634, -0.91007)
H (0.71180, -0.14829, -1.86019)
H (-0.43835, -1.58328, -2.24431)
H (1.71064, -1.38626, 1.37549)
H (-1.82992, -0.88012, -0.07765)
H (-1.92617, 0.24477, -1.34011)
H (2.47643, 0.95479, 0.60924)

Cartesian forces, eV/Å:
C -0.5 0.9 -0.4
C 0.1 0.7 0.2
C 2.2 -3.0 3.4
C -3.6 0.3 -2.8
C 1.1 2.8 -1.3
C 1.0 -2.4 -1.3
C 4.2 -2.5 0.3
N 0.0 3.5 -1.3
O -0.2 0.6 -0.1
O 1.2 2.1 0.7
H -0.5 0.1 -0.2
H 0.9 0.8 0.7
H -1.1 -2.5 1.1
H -1.4 0.7 1.1
H -2.0 0.1 0.5
H 0.2 1.3 0.8
H -0.7 1.1 -0.2
H 0.2 -0.9 -0.7
H 0.5 -1.3 0.4
H -1.6 -2.4 -1.0